1.
C4H29NO12S | ωB97M-V/def2-TZVPD

XYZ file:
```
47
C4H29NO12S, DFT ωB97M-V/def2-TZVPD
C -1.5645 -1.3464 2.5097
N -0.1599 -1.6247 2.0144
C 0.6703 -0.5815 1.3572
C 2.1630 -0.9913 1.2178
S 2.9983 0.6076 1.0576
C 0.1093 -0.1772 -0.0431
O 0.7548 -0.1023 -1.0659
O -1.2252 0.2092 -0.0143
H -1.8233 -2.2232 3.0948
H -1.5063 -0.5513 3.3308
H -2.2841 -1.1562 1.7897
H -0.3684 -2.3621 1.3124
H 0.4286 0.2593 2.0087
H 2.5113 -1.7581 0.5102
H 2.4530 -1.4128 2.2179
H 2.7603 0.6779 -0.3448
H -1.3967 1.0344 -0.6457
O 2.7329 0.7184 -2.7226
H 2.6450 1.2861 -3.4700
H 2.0063 0.1170 -2.7882
O -0.1734 1.1936 3.6585
H 0.0715 0.3931 4.0600
H -0.7330 1.5918 4.3226
O -1.2949 1.8120 -2.1553
H -1.6654 2.5900 -1.7654
H -0.3403 1.9405 -2.0306
O -1.2672 -0.2149 -3.6425
H -0.4500 -0.2833 -3.2815
H -1.8262 0.5392 -3.3484
O 2.6323 -2.7974 -2.1659
H 1.9366 -2.1296 -1.8567
H 2.3261 -3.7180 -2.3140
O -2.0934 -1.6080 -1.5557
H -1.8910 -1.1213 -2.3098
H -2.5950 -1.0559 -1.0003
O 0.9820 3.0066 -1.5310
H 1.9020 2.5832 -1.5254
H 0.7231 2.9608 -0.6154
O -0.0989 -2.8227 -0.5483
H -0.8517 -2.2155 -0.9147
H -0.4843 -3.7020 -0.7902
O -2.3276 1.7435 2.0136
H -1.8379 1.4526 2.7268
H -2.2612 1.0604 1.2550
O -0.0080 2.9058 0.9332
H -0.8476 2.8212 1.5160
H 0.5688 2.4515 1.5388
```

Summary:
Structure (SMILES) ... CN[C@@H](CS)C(=O)O.O.O.O.O.O.O.O.O.O.O
Gap between HOMO and LUMO ... 8.901 eV

natural (NBO) atomic charge list, values in e, 4 entries: -0.41 -0.65 -0.19 -0.54

=====

2.
C4H2BeO2 | ωB97M-V/def2-TZVPD

XYZ file:
```
9
C4H2BeO2, DFT ωB97M-V/def2-TZVPD
O 0.9104 -1.0368 1.4082
H 0.9863 -1.6251 2.1695
C -0.6173 -0.9774 1.0998
C -0.7327 0.3463 0.8596
C 0.1503 1.0152 0.1581
C 0.1795 1.1109 -1.2543
O -0.5168 0.2908 -1.9334
Be -1.2305 -0.9059 -0.7279
H 0.8709 1.7820 -1.7795
```

Summary:
Net charge ... +1
Multiplicity ... 2
Gap between HOMO and LUMO (alpha / beta) ... 6.679 / 8.360 eV

natural (NBO) atomic charge list, values in e, 4 entries: -0.67 0.51 -0.16 -0.16

=====

3.
C4H2BiO | ωB97M-V/def2-TZVPD

XYZ file:
```
8
C4H2BiO, DFT ωB97M-V/def2-TZVPD
C -1.7359 0.7928 0.4986
C -2.2003 1.2832 -0.5236
H -2.8196 1.6014 -1.3454
O -0.5450 -2.0185 -0.1032
C -0.0557 -1.0509 0.4106
C -0.3480 0.3130 0.5857
H 0.2338 0.8143 1.3777
Bi 1.9099 0.1893 -0.2492
```

Summary:
Net charge ... +2
Multiplicity ... 2
Gap between HOMO and LUMO (alpha / beta) ... 5.737 / 5.958 eV

natural (NBO) atomic charge list, values in e, 4 entries: -0.07 0.13 0.29 -0.16

=====

Taking the records one at a time from the top gives ΔE to the lowest compared entry with this formula, charge and spin values of 443.08, 0.00, 0.00 kJ/mol.